118
Properties=species:S:1:pos:R:3:forces:R:3:lowdin_charge:R:1 method="wB97M-V/def2-TZVPD" multiplicity=2 largest_force_ev_per_a=8.8 s_squared=1.763 lumo_ha="-0.00842 / -0.09098" homo_lumo_gap_ev="6.992 / 6.403" homo_ha="-0.2654 / -0.3263"
C 3.86774 -3.55140 0.90740 -0.401 -0.845 -0.915 -0.13
C 4.70590 -2.93402 2.17192 1.198 -0.346 -1.567 -0.23
N 3.91478 -2.05839 3.11206 -0.496 1.105 -1.579 -0.24
C 2.48374 -2.50490 3.29051 -1.181 -0.173 1.765 -0.26
C 2.33053 -4.04527 3.90341 -1.213 0.541 -0.072 -0.10
C 4.05065 -0.58368 2.81829 -0.210 -1.342 -0.680 -1.03
S 4.12914 0.46993 4.18793 -0.037 -0.535 -0.785 0.70
S 4.12789 0.23254 1.13552 -0.740 0.084 1.874 0.75
C 2.58860 1.36096 1.03566 -1.595 -0.871 0.065 -0.45
C 1.30381 0.30218 0.96884 0.323 0.726 1.273 -0.26
C -0.15759 1.03903 0.90054 0.511 0.401 -1.363 -0.14
C -1.36451 0.06811 0.26802 0.259 0.699 0.396 -0.35
C -1.53741 0.52519 -1.29360 0.283 0.839 -0.387 -0.15
C -0.18461 0.45137 -2.21068 -0.677 -0.106 -1.495 -0.17
C 0.10221 -1.05274 -2.86968 0.887 0.453 -0.816 -0.14
C 1.67078 -1.40114 -2.54248 -0.493 0.072 0.784 -0.20
O 2.30429 -2.32566 -3.52755 0.941 -1.750 3.623 -0.14
C 2.87131 -3.40227 -2.64939 -4.606 -4.941 -1.411 -0.15
O 2.21569 -4.56608 -2.65081 4.724 7.378 0.244 -0.03
C -2.72840 0.48967 1.06692 0.585 -0.181 0.684 -0.08
C -3.91791 -0.63392 1.09237 -2.411 1.883 1.141 -0.40
C -4.86361 -0.23006 2.41585 -0.105 1.069 -1.152 -0.08
C -4.97729 -0.49332 -0.19539 -0.190 1.055 0.653 -0.05
N -3.47474 -2.05228 1.35290 -1.337 -0.477 -2.493 -0.14
O -4.49572 -2.92497 1.41272 2.447 1.987 0.213 -0.04
C -2.34445 -2.51356 0.46968 2.312 -2.221 -0.193 -0.40
C -1.79522 -3.93694 1.16001 -0.036 -0.076 -0.916 -0.07
C -2.78862 -2.93752 -1.06307 -0.822 -0.866 0.606 -0.06
C -1.00908 -1.51134 0.50608 -0.750 -0.568 0.712 -0.06
H 4.58825 -3.79602 -0.01052 -1.315 0.575 2.127 0.08
H 3.02606 -2.84926 0.47921 1.760 -1.109 1.005 0.06
H 3.32514 -4.58778 1.14445 1.242 2.320 -0.337 0.08
H 5.24736 -3.83842 2.70898 -1.317 1.898 -0.745 0.13
H 5.58735 -2.28147 1.70226 -1.961 -1.313 1.179 0.12
H 2.01844 -1.79931 4.13397 1.057 -1.401 -1.880 0.12
H 1.79498 -2.37577 2.35382 1.411 -0.373 1.467 0.09
H 3.08131 -4.26016 4.77646 -1.276 0.407 -1.933 0.09
H 1.23742 -4.07126 4.38160 2.352 0.006 -1.015 0.08
H 2.31817 -4.86968 3.05932 0.370 1.688 1.850 0.06
H 2.50946 2.08128 1.97210 0.268 -1.448 -2.169 0.09
H 2.65617 1.92076 0.00911 0.094 -0.856 2.085 0.09
H 1.33675 -0.27272 2.01433 0.060 0.933 -2.511 0.10
H 1.53684 -0.41325 0.06599 -0.702 1.342 1.929 0.08
H -0.43942 1.50251 1.93702 0.515 -1.112 -1.856 0.12
H -0.05461 1.95583 0.14822 -0.272 -1.763 1.630 0.12
H -2.38613 -0.02907 -1.88696 1.650 0.859 1.334 0.10
H -1.86360 1.67346 -1.27099 0.668 -2.431 0.083 0.12
H 0.78957 0.86346 -1.71261 -1.994 -0.815 -0.661 0.09
H -0.38543 1.15412 -3.15479 0.460 -1.380 2.128 0.12
H 0.00702 -1.02844 -4.05942 0.181 0.099 2.628 0.13
H -0.65508 -1.86705 -2.50596 1.673 1.549 -0.476 0.09
H 2.33915 -0.44053 -2.52079 -1.432 -1.674 0.063 0.14
H 1.68173 -1.93742 -1.48552 0.116 1.319 -1.918 0.10
H 3.81207 -3.17772 -1.96634 -1.972 -0.231 -1.598 0.15
H -2.44791 0.70227 2.20797 -0.528 -0.624 -2.403 0.13
H -3.07672 1.55218 0.64828 0.395 -2.522 0.763 0.13
H -5.87943 -0.80919 2.37084 2.149 0.892 0.346 0.09
H -4.28084 -0.32755 3.42657 -1.203 -0.052 -1.987 0.09
H -5.13547 0.91875 2.24190 0.620 -2.395 0.563 0.09
H -4.43549 -0.34167 -1.22009 -1.106 -0.557 1.942 0.06
H -5.79981 -1.33657 -0.19541 2.017 1.502 -0.080 0.10
H -5.56756 0.52075 0.02262 1.324 -2.119 -0.554 0.09
H -2.55610 -4.82258 0.94628 1.515 2.031 0.665 0.09
H -0.79508 -4.22918 0.58163 -1.992 0.673 1.474 0.09
H -1.61774 -3.79948 2.32049 -0.325 -0.308 -2.483 0.10
H -1.91349 -3.55956 -1.56746 -1.719 1.629 1.007 0.10
H -3.68440 -3.71640 -0.94158 1.856 1.793 -0.257 0.10
H -3.17971 -2.05141 -1.71840 1.028 -1.744 1.210 0.06
H -0.53876 -1.69474 1.58818 -1.028 0.699 -2.244 0.13
H -0.21593 -1.95904 -0.24977 -1.792 1.073 1.420 0.11
C 7.95540 -7.32232 0.38748 -0.037 -0.201 -0.047 -0.11
O 8.28518 -8.29463 1.37359 -0.051 0.517 0.260 -0.20
C 8.80928 -7.70394 2.56764 -0.418 -0.456 0.011 -0.19
C 7.73343 -7.58243 3.65332 0.211 0.549 -0.227 -0.19
O 6.69707 -6.67443 3.26462 0.108 -0.521 -0.147 -0.20
C 5.55140 -7.35076 2.75630 -0.037 0.216 0.109 -0.11
H 7.28751 -7.79020 -0.34154 0.142 -0.019 0.120 0.09
H 7.44611 -6.45149 0.81368 0.074 -0.106 0.033 0.08
H 8.86571 -6.99983 -0.12430 -0.004 0.126 -0.068 0.09
H 9.26526 -6.73090 2.35105 -0.152 -0.014 0.043 0.12
H 9.59992 -8.36532 2.93061 0.008 -0.019 0.034 0.12
H 8.19579 -7.17328 4.55937 -0.022 -0.033 -0.077 0.12
H 7.31644 -8.56406 3.90787 0.042 0.058 -0.146 0.13
H 4.95589 -7.73881 3.58894 -0.058 -0.075 -0.064 0.09
H 5.81590 -8.16986 2.08391 0.067 0.028 0.040 0.09
H 4.94888 -6.62834 2.19926 0.087 0.005 0.113 0.08
C -0.62445 6.48381 0.88963 -0.121 0.180 0.005 -0.11
O -1.32030 6.98583 -0.24630 0.124 -0.559 -0.060 -0.19
C -1.12325 6.17407 -1.40887 -0.572 0.223 0.103 -0.18
C -2.30223 5.22010 -1.63440 0.468 -0.175 0.111 -0.18
O -2.40929 4.26047 -0.57740 -0.118 0.408 0.055 -0.22
C -3.39572 4.62513 0.38300 0.070 -0.249 -0.036 -0.11
H -1.05669 6.94273 1.78351 0.046 0.015 -0.175 0.09
H -0.70934 5.39605 0.98416 -0.014 0.093 -0.083 0.08
H 0.42985 6.76437 0.82383 0.095 -0.078 0.081 0.09
H -0.17662 5.62531 -1.34275 -0.115 -0.066 0.066 0.12
H -1.05276 6.85176 -2.26330 -0.048 -0.010 -0.030 0.12
H -2.12639 4.65984 -2.56029 0.004 0.049 0.046 0.13
H -3.24097 5.77379 -1.75481 0.170 0.044 0.056 0.11
H -4.39016 4.37502 -0.00046 -0.075 0.070 0.060 0.09
H -3.35838 5.68718 0.63529 0.051 -0.012 -0.076 0.08
H -3.21414 4.04790 1.29351 0.016 -0.011 -0.134 0.08
C -5.72609 9.47923 -5.42273 -0.177 0.045 0.049 -0.11
O -6.54776 8.34981 -5.14740 0.554 -0.194 0.058 -0.20
C -5.83317 7.11474 -5.26281 -0.401 0.131 0.453 -0.19
C -5.38574 6.59430 -3.89173 0.453 0.198 -0.383 -0.19
O -4.43089 7.47132 -3.28454 -0.547 -0.027 -0.073 -0.22
C -5.02899 8.33663 -2.32437 0.248 0.027 0.060 -0.10
H -6.22149 10.36685 -5.01880 -0.016 -0.172 -0.079 0.09
H -4.73555 9.39696 -4.96293 -0.117 -0.067 -0.039 0.08
H -5.61910 9.59644 -6.50412 0.109 0.077 -0.042 0.09
H -4.98055 7.22218 -5.94333 0.014 0.022 0.158 0.13
H -6.51954 6.38891 -5.70593 -0.012 -0.037 0.012 0.12
H -4.89011 5.62614 -4.03005 -0.036 0.048 -0.012 0.12
H -6.24529 6.43545 -3.22975 0.021 0.118 -0.103 0.13
H -5.18569 7.79176 -1.38785 -0.074 0.068 0.056 0.08
H -5.97958 8.74853 -2.67037 0.023 -0.084 -0.057 0.08
H -4.34127 9.16586 -2.13832 -0.002 -0.185 -0.028 0.09